A structure of composition C60H56B2Cl2F3N4O6Sc. Source: the Open Molecules 2025 dataset; level of theory: ωB97M-V/def2-TZVPD.

Output
* E_HOMO: -0.0669 Ha
* HOMO-LUMO gap: 5.8 eV
* energy above the lowest of the compared OMol25 structures with the same formula, charge and spin: 0.882 eV
* LUMO: 4.015 eV
* charge: -2

CARTESIAN COORDINATES (ANGSTROEM)
Sc  0.0570  -0.0093  0.4350
O  0.4986  0.6026  2.3319
C  1.2587  1.5146  3.0055
C  1.5458  2.7645  2.1262
C  2.4587  2.5224  0.9594
C  3.5522  3.3548  0.7323
C  4.3639  3.1148  -0.3592
C  4.0624  2.0528  -1.1921
C  2.9480  1.2686  -0.9128
C  2.5762  0.1213  -1.8063
C  2.5560  -1.2342  -1.0475
O  1.6168  -1.1992  -0.0611
C  2.2511  -2.3613  -2.0640
C  2.9514  -2.5289  -3.2576
C  2.6518  -3.5714  -4.1237
C  1.6453  -4.4741  -3.8082
C  0.9382  -4.3114  -2.6258
C  1.2337  -3.2603  -1.7688
C  3.9386  -1.5317  -0.4301
C  3.9830  -2.0604  0.8549
C  5.1949  -2.3752  1.4526
C  6.3890  -2.1557  0.7808
C  6.3581  -1.6103  -0.4953
C  5.1432  -1.3028  -1.0921
N  2.1694  1.5072  0.1465
C  2.5516  0.8482  3.4970
C  2.5104  -0.5115  3.7957
C  3.6181  -1.1588  4.3191
C  4.8035  -0.4652  4.5312
C  4.8652  0.8819  4.2117
C  3.7450  1.5316  3.7050
C  0.4691  2.0509  4.2272
C  -0.9186  2.0890  4.1355
C  -1.6889  2.6043  5.1690
C  -1.0802  3.0875  6.3192
C  0.3040  3.0563  6.4207
C  1.0717  2.5459  5.3815
H  0.5693  3.0865  1.7509
H  1.9417  3.5851  2.7302
H  3.7482  4.1781  1.4077
H  5.2214  3.7469  -0.5595
H  4.6771  1.8241  -2.0535
H  1.5628  0.2801  -2.1866
H  3.2530  0.1066  -2.6628
H  3.7484  -1.8458  -3.5227
H  3.2070  -3.6777  -5.0490
H  1.4077  -5.2878  -4.4835
H  0.1358  -4.9958  -2.3735
H  0.6603  -3.0826  -0.8700
H  3.0433  -2.1880  1.3770
H  5.2063  -2.7764  2.4596
H  7.3356  -2.3911  1.2533
H  7.2828  -1.4139  -1.0264
H  5.1458  -0.8678  -2.0834
H  1.5968  -1.0518  3.5825
H  3.5614  -2.2179  4.5447
H  5.6760  -0.9760  4.9219
H  5.7885  1.4328  4.3502
H  3.8132  2.5856  3.4659
H  -1.3881  1.7134  3.2367
H  -2.7664  2.6304  5.0579
H  -1.6790  3.4861  7.1302
H  0.7914  3.4264  7.3161
H  2.1494  2.5172  5.4837
C  -2.5940  -2.8716  -3.4593
C  -3.1927  -2.0472  -2.3226
C  -4.4110  -1.2852  -2.8222
O  -2.2010  -1.1025  -1.9085
B  -1.5328  -1.5405  -0.7440
O  -2.1777  -2.7429  -0.3476
C  -3.4303  -2.8725  -1.0289
C  -4.4970  -2.2642  -0.1207
C  -3.7177  -4.3489  -1.2502
H  -2.2912  -2.1919  -4.2572
H  -3.3090  -3.5934  -3.8645
H  -1.7026  -3.3999  -3.1216
H  -4.1425  -0.7291  -3.7222
H  -4.7594  -0.5713  -2.0774
H  -5.2302  -1.9674  -3.0703
H  -4.2820  -1.2131  0.0767
H  -4.4773  -2.7899  0.8361
H  -5.4995  -2.3507  -0.5473
H  -2.9000  -4.8344  -1.7821
H  -4.6408  -4.4891  -1.8208
H  -3.8367  -4.8399  -0.2821
B  -4.5427  1.6228  1.9736
C  -3.1457  1.0375  1.4984
N  -2.1315  0.6076  1.1495
H  -4.3271  2.6395  2.6087
H  -5.2096  1.8559  0.9826
H  -5.0791  0.7773  2.6676
Cl  -1.1197  0.2148  -5.2158
C  -0.1103  1.4952  -4.5937
C  1.1712  1.1724  -4.1918
C  1.9942  2.1665  -3.6914
C  1.5308  3.4696  -3.6373
C  0.2517  3.7761  -4.0644
Cl  -0.2248  5.4439  -4.0414
C  -0.6386  2.7917  -4.5119
N  -1.9506  3.0559  -4.8989
C  -2.8109  3.7642  -3.9835
C  -3.5052  4.8786  -4.4374
C  -4.3541  5.5647  -3.5863
C  -4.4966  5.1313  -2.2705
C  -3.8069  4.0147  -1.8301
C  -2.9617  3.3055  -2.6839
C  -2.2509  2.0819  -2.1985
C  -0.8973  2.3757  -1.5407
O  -0.4310  3.5090  -1.5467
O  -0.3220  1.3310  -1.0741
H  1.4942  0.1415  -4.2401
H  2.9861  1.9253  -3.3326
H  2.1495  4.2653  -3.2471
H  -2.3893  2.2116  -5.2386
H  -3.3453  5.2023  -5.4584
H  -4.8921  6.4358  -3.9414
H  -5.1520  5.6578  -1.5875
H  -3.9348  3.6628  -0.8127
H  -2.0640  1.3614  -2.9976
H  -2.8584  1.5403  -1.4715
F  -3.3845  -5.8652  3.5855
C  -3.0690  -4.7575  4.2862
F  -2.5008  -5.1906  5.4386
F  -4.2278  -4.1712  4.6361
C  -2.1608  -3.8344  3.5305
C  -2.0959  -2.4936  3.8729
C  -1.2096  -1.6838  3.1783
N  -0.4394  -2.1344  2.1878
C  -0.5234  -3.4182  1.8642
C  -1.3547  -4.3171  2.5141
H  -2.7215  -2.0752  4.6493
H  -1.1059  -0.6286  3.4002
H  0.0999  -3.7439  1.0407
H  -1.3890  -5.3527  2.2069

A structure of composition C60H56InN6O4P2S2Te. Source: the Open Molecules 2025 dataset; level of theory: ωB97M-V/def2-TZVPD.

Output
* E_HOMO: -0.3325 Ha
* HOMO-LUMO gap: 6.0 eV
* energy above the lowest of the compared OMol25 structures with the same formula, charge and spin: 0.749 eV
* LUMO: -3.010 eV
* charge: +1

CARTESIAN COORDINATES (ANGSTROEM)
In  -1.7706  -0.6445  -0.1556
C  3.2701  10.9210  5.1761
O  2.8857  9.9117  6.0975
C  2.3033  8.7974  5.6057
C  1.8416  7.8806  6.5486
C  1.2258  6.7182  6.1381
C  1.0650  6.4378  4.7801
C  1.5274  7.3594  3.8431
C  2.1407  8.5334  4.2461
N  0.4508  5.2031  4.4705
N  0.3800  4.9241  3.2716
C  -0.2485  3.6969  2.9817
C  -0.8497  2.8756  3.9156
C  -1.3770  1.6294  3.5758
C  -1.3020  1.1460  2.2780
O  -1.7272  -0.0348  1.9236
C  -0.7364  2.0045  1.2830
N  -0.7046  1.5239  0.0144
C  -0.1512  2.2522  -0.9317
C  0.3772  3.5295  -0.6901
C  0.3354  4.0420  0.5790
C  -0.2191  3.2744  1.6245
H  3.6213  11.7555  5.7744
H  2.4229  11.2442  4.5673
H  4.0774  10.5790  4.5247
H  1.9733  8.1139  7.5979
H  0.8556  6.0000  6.8590
H  1.3946  7.1428  2.7927
H  2.4868  9.2344  3.4990
H  -0.8900  3.2223  4.9393
H  -1.8412  0.9993  4.3249
H  -0.1190  1.8270  -1.9253
H  0.8026  4.0923  -1.5102
H  0.7260  5.0247  0.8061
O  -2.8987  1.7237  -6.9278
C  -2.0077  0.6546  -6.6787
C  -1.8771  0.4694  -5.1944
C  -0.7251  -0.0711  -4.6411
C  -0.6771  -0.2718  -3.2772
N  -1.6796  0.0663  -2.4591
C  -2.7577  0.6764  -2.9749
C  -2.8988  0.8559  -4.3405
C  -3.7376  1.2147  -1.9986
C  -4.7305  2.1126  -2.3415
C  -5.5716  2.6125  -1.3521
C  -6.6576  3.5942  -1.7228
O  -6.1624  4.6672  -2.5060
C  -5.3760  2.1938  -0.0458
C  -4.3659  1.2841  0.2181
N  -3.5666  0.8197  -0.7378
H  -2.8750  1.9501  -7.8617
H  -1.0181  0.8330  -7.1061
H  -2.3885  -0.2819  -7.1042
H  0.1222  -0.3350  -5.2611
H  0.2016  -0.6809  -2.8009
H  -3.7822  1.3185  -4.7556
H  -4.8553  2.4551  -3.3602
H  -7.1681  3.9431  -0.8236
H  -7.3921  3.0865  -2.3471
H  -5.6642  5.2689  -1.9438
H  -5.9970  2.5663  0.7594
H  -4.1838  0.9038  1.2184
C  4.6197  -4.2720  3.2276
S  5.5053  -4.1461  1.6539
C  4.4855  -5.2240  0.5941
C  3.5122  -4.4792  -0.3221
C  2.5437  -3.6028  0.4630
N  1.6511  -2.8204  -0.4333
P  1.8183  -1.0957  -0.4879
C  3.4875  -0.9594  -1.2344
C  3.5408  -0.8240  -2.6230
C  4.7586  -0.7806  -3.2864
C  5.9400  -0.8724  -2.5637
C  5.8972  -1.0063  -1.1820
C  4.6791  -1.0436  -0.5168
C  2.0753  -0.5410  1.2395
C  1.5399  -1.2040  2.3413
C  1.7447  -0.7109  3.6230
C  2.4536  0.4655  3.8133
C  2.9404  1.1676  2.7180
C  2.7466  0.6692  1.4386
P  -0.0463  -3.1748  -0.5372
C  -0.1498  -4.9510  -0.1209
C  0.3394  -5.9471  -0.9670
C  0.2376  -7.2789  -0.5957
C  -0.3593  -7.6257  0.6120
C  -0.8608  -6.6413  1.4491
C  -0.7616  -5.3049  1.0817
C  -0.2897  -3.3018  -2.3478
C  0.7279  -3.4387  -3.2869
C  0.4121  -3.5912  -4.6313
C  -0.9147  -3.6039  -5.0463
C  -1.9368  -3.4531  -4.1161
C  -1.6192  -3.2971  -2.7741
H  5.2419  -3.7791  3.9727
H  4.4950  -5.3181  3.5025
H  3.6521  -3.7712  3.1811
H  3.9533  -5.9165  1.2503
H  5.1921  -5.7966  -0.0053
H  2.9477  -5.2153  -0.9005
H  4.0706  -3.8513  -1.0216
H  3.1305  -2.9221  1.0699
H  1.9546  -4.2315  1.1333
H  2.6163  -0.7496  -3.1888
H  4.7864  -0.6733  -4.3642
H  6.8932  -0.8354  -3.0765
H  6.8149  -1.0892  -0.6113
H  4.6723  -1.1420  0.5601
H  0.9680  -2.1141  2.2041
H  1.3441  -1.2458  4.4770
H  2.6148  0.8463  4.8154
H  3.4556  2.1102  2.8604
H  3.1368  1.2132  0.5847
H  0.7878  -5.6867  -1.9167
H  0.6166  -8.0496  -1.2557
H  -0.4422  -8.6689  0.8920
H  -1.3349  -6.9096  2.3854
H  -1.1725  -4.5313  1.7206
H  1.7634  -3.4350  -2.9597
H  1.2049  -3.7067  -5.3621
H  -1.1516  -3.7332  -6.0963
H  -2.9726  -3.4613  -4.4347
H  -2.4057  -3.1801  -2.0347
Te  -3.4825  -2.2964  1.3161
C  -4.9050  -3.2775  0.1111
C  -4.8053  -4.1514  -0.9357
C  -6.0608  -4.6939  -1.3397
C  -7.0933  -4.2360  -0.5826
S  -6.5482  -3.1334  0.6065
H  -3.8723  -4.4261  -1.4065
H  -6.1797  -5.4051  -2.1469
H  -8.1412  -4.4932  -0.6446

A structure of composition C60H58CoGe2N3O2S4. Source: the Open Molecules 2025 dataset; level of theory: ωB97M-V/def2-TZVPD.

Output
* E_HOMO (spin up / spin down): -0.1692 / -0.1783 Ha
* multiplicity: 4
* HOMO-LUMO gap (spin up / spin down): 6.9 / 7.2 eV
* ⟨S²⟩: 3.7599
* LUMO (spin up / spin down): 2.337 / 2.302 eV
* charge: -1

CARTESIAN COORDINATES (ANGSTROEM)
Co  2.0543  -2.5625  0.1547
O  5.8824  -2.3555  1.7841
C  4.7089  -2.3803  1.4585
N  4.1299  -2.8649  0.3305
C  4.7957  -3.3060  -0.7559
O  5.9797  -3.2455  -1.0429
C  3.8327  -4.0000  -1.7068
C  4.3152  -4.6701  -2.8181
C  3.4261  -5.3616  -3.6217
C  2.0833  -5.3736  -3.2732
C  1.6803  -4.6735  -2.1495
N  2.5306  -3.9816  -1.3909
C  3.6429  -1.8909  2.4227
C  3.9708  -1.0730  3.4843
C  2.9583  -0.6184  4.3159
C  1.6573  -1.0240  4.0658
C  1.4124  -1.8614  2.9901
N  2.3806  -2.2804  2.1776
H  5.3760  -4.6331  -3.0208
H  3.7700  -5.8910  -4.5013
H  1.3557  -5.9087  -3.8680
H  0.6439  -4.6458  -1.8376
H  5.0072  -0.7975  3.6212
H  3.1738  0.0504  5.1399
H  0.8333  -0.6870  4.6794
H  0.4071  -2.1907  2.7570
C  -4.8932  4.1655  2.5056
C  -3.5064  3.9973  1.9414
C  -2.4231  3.7593  2.7804
C  -1.1299  3.6669  2.2879
C  0.0152  3.3926  3.2260
C  -0.9112  3.8196  0.9115
C  -1.9885  4.0177  0.0488
C  -1.8022  4.1559  -1.4404
C  -3.2740  4.1014  0.5805
C  0.4959  3.9769  0.4244
C  0.9185  5.3093  0.3997
C  2.2102  5.6484  0.0396
C  3.1012  4.6389  -0.2716
C  2.7081  3.3008  -0.2609
C  1.3880  2.9551  0.0654
Ge  0.8252  1.0448  -0.0838
S  2.4938  -0.3178  -0.3305
S  -0.6916  0.3470  1.4647
Ge  -1.3503  -0.9556  -0.3018
S  -0.2832  -2.8393  -0.1869
S  -0.6334  0.6335  -1.7813
C  -3.2518  -1.5505  -0.5236
C  -4.0291  -1.9307  0.5855
C  -5.2732  -2.5253  0.3862
C  -5.7608  -2.7438  -0.8897
C  -5.0017  -2.3651  -1.9821
C  -3.7530  -1.7752  -1.8119
C  -2.9889  -1.3680  -3.0271
C  -2.1286  -2.2620  -3.6625
C  -1.9945  -3.6969  -3.2222
C  -1.3909  -1.8207  -4.7600
C  -1.5135  -0.5318  -5.2486
C  -0.6493  -0.0388  -6.3780
C  -2.4313  0.3215  -4.6438
C  -3.1637  -0.0727  -3.5372
C  -4.1030  0.8902  -2.8606
C  -3.6036  -1.6871  1.9940
C  -3.8466  -0.4393  2.5692
C  -4.5084  0.6643  1.7901
C  -3.4456  -0.2079  3.8829
C  -2.8149  -1.1884  4.6293
C  -2.3826  -0.9296  6.0494
C  -2.6118  -2.4373  4.0478
C  -3.0106  -2.7107  2.7469
C  -2.8114  -4.0843  2.1660
C  3.8011  2.3151  -0.5290
C  4.1132  1.8998  -1.8193
C  3.2573  2.2820  -2.9988
C  5.2042  1.0575  -2.0138
C  5.9904  0.6229  -0.9600
C  7.1451  -0.3159  -1.1758
C  5.6622  1.0524  0.3231
C  4.5802  1.8838  0.5541
C  4.2040  2.2559  1.9640
H  -5.0227  3.5740  3.4131
H  -5.6508  3.8617  1.7825
H  -5.0768  5.2116  2.7629
H  -2.5932  3.6515  3.8478
H  -0.3129  3.4655  4.2634
H  0.8411  4.0875  3.0668
H  0.3994  2.3818  3.0619
H  -0.7620  4.0284  -1.7309
H  -2.1412  5.1376  -1.7815
H  -2.3865  3.3973  -1.9633
H  -4.1137  4.2616  -0.0899
H  0.2064  6.0788  0.6756
H  2.5180  6.6868  0.0112
H  4.1287  4.8688  -0.5288
H  -5.8634  -2.8105  1.2500
H  -6.7351  -3.1957  -1.0321
H  -5.3729  -2.5291  -2.9876
H  -2.3558  -3.8508  -2.2076
H  -0.9475  -4.0002  -3.2607
H  -2.5578  -4.3499  -3.8951
H  -0.6894  -2.5059  -5.2260
H  -0.0768  -0.8531  -6.8213
H  0.0570  0.7067  -6.0061
H  -1.2483  0.4326  -7.1594
H  -2.5429  1.3332  -5.0214
H  -4.2253  1.7940  -3.4579
H  -3.7055  1.1753  -1.8821
H  -5.0837  0.4402  -2.6963
H  -5.0970  0.2790  0.9588
H  -3.7502  1.3389  1.3871
H  -5.1605  1.2481  2.4399
H  -3.6204  0.7708  4.3195
H  -2.4293  0.1342  6.2835
H  -1.3610  -1.2758  6.2163
H  -3.0250  -1.4618  6.7548
H  -2.1329  -3.2220  4.6261
H  -2.4042  -4.7606  2.9176
H  -2.1162  -4.0423  1.3237
H  -3.7531  -4.4968  1.8000
H  2.5376  3.0579  -2.7428
H  2.6961  1.4068  -3.3378
H  3.8691  2.6328  -3.8321
H  5.4261  0.7112  -3.0191
H  7.4931  -0.2807  -2.2089
H  6.8447  -1.3444  -0.9582
H  7.9777  -0.0700  -0.5150
H  6.2585  0.7084  1.1625
H  4.9374  1.8674  2.6710
H  3.2280  1.8274  2.2126
H  4.1279  3.3374  2.0950

What did we get for total energy? Answer: -5021.28833, -4886.58303, -9765.73116 hartree, in the order shown.